{"formula": "C30H45NO3P2RuS", "method": "ωB97M-V/def2-TZVPD", "gap_ev": [6.151, 6.970], "lumo_ha": [-0.0874, -0.1090], "e_tot_ha": -2625.8668, "s2": 8.78, "total_charge": 1, "spin_multiplicity": 6, "symbols": ["Ru", "C", "C", "C", "C", "C", "C", "H", "H", "H", "C", "H", "H", "H", "C", "H", "H", "H", "C", "H", "H", "H", "C", "H", "H", "H", "C", "C", "C", "C", "C", "C", "C", "C", "H", "H", "H", "H", "H", "H", "H", "H", "H", "H", "H", "H", "P", "C", "C", "P", "C", "C", "C", "H", "H", "H", "H", "H", "H", "H", "H", "H", "H", "H", "H", "H", "H", "O", "C", "N", "S", "O", "O", "C", "C", "C", "C", "C", "C", "H", "H", "H", "H"], "coordinates": [[1.661942, -0.546746, -0.108544], [-1.054826, -0.561175, 1.214366], [-0.685334, -1.559628, 0.261839], [1.118004, -1.210000, 1.737880], [-0.007585, -0.356469, 2.111718], [0.570766, -2.133317, 0.682727], [-2.382428, 0.091088, 1.311560], [-3.011418, -0.144541, 0.453076], [-2.264689, 1.178084, 1.355115], [-2.921602, -0.223579, 2.212300], [-0.093384, 0.384971, 3.381417], [-0.822264, 1.196992, 3.294149], [0.876805, 0.813084, 3.656451], [-0.423407, -0.281937, 4.195313], [2.283051, -1.502349, 2.609060], [2.020569, -2.358342, 3.244493], [2.497425, -0.622831, 3.230904], [3.188446, -1.725983, 2.022550], [1.208890, -3.373995, 0.185914], [1.145059, -4.201608, 0.901307], [2.270647, -3.139873, 0.024526], [0.777431, -3.688891, -0.773499], [-1.602777, -2.167440, -0.737866], [-2.029468, -3.096887, -0.326216], [-1.087836, -2.424558, -1.674067], [-2.439798, -1.496308, -0.976899], [-1.513297, 2.604677, -2.342501], [-2.311491, 1.535265, -2.435272], [-2.429865, 0.323982, -3.288642], [-1.263683, -0.543984, -3.813541], [0.093870, -0.267730, -3.394321], [1.111865, 0.683761, -3.763652], [0.980635, 2.180377, -3.169387], [-0.269482, 3.029194, -3.050100], [-3.051207, 0.544222, -4.153014], [-1.386031, -0.661191, -4.898713], [-3.068025, -0.357102, -2.711543], [-0.561930, 3.392118, -4.040347], [-1.789899, 3.312679, -1.537223], [-3.261812, 1.643611, -1.885497], [0.050833, 3.940825, -2.513803], [1.368671, 2.046038, -2.149593], [2.043879, 0.357630, -3.224098], [1.719915, 2.830239, -3.648163], [-1.463263, -1.569010, -3.434902], [0.453468, -0.950706, -2.606915], [-0.526157, 1.726389, -5.649583], [-0.570705, 3.443834, -6.326738], [-1.653294, 0.897533, -6.854971], [1.806244, 0.004451, -5.328645], [1.140714, 1.342113, -6.366277], [1.106225, -1.555004, -5.934748], [3.559361, -0.121723, -5.603235], [0.340147, 3.979233, -6.019437], [-1.465050, 3.948555, -5.934981], [-0.611092, 3.391648, -7.423518], [-1.417518, 1.266530, -7.859639], [-2.675653, 1.199149, -6.588015], [-1.582498, -0.197164, -6.839517], [3.772081, 0.177818, -6.635755], [3.880688, -1.158434, -5.453751], [4.079481, 0.542166, -4.913600], [1.805343, 2.216161, -6.269458], [1.033396, 1.055681, -7.421919], [1.804071, -2.359025, -5.654742], [1.003468, -1.524787, -7.028468], [0.139410, -1.808649, -5.484469], [4.005454, 0.149413, -0.127257], [3.310266, 1.090645, 0.357059], [2.002850, 1.309027, -0.087378], [1.243115, 2.765781, 0.638708], [-0.014601, 2.453868, 1.269770], [1.280056, 3.827786, -0.336748], [2.586122, 2.843843, 1.759789], [2.669554, 3.674231, 2.872267], [3.809085, 3.567303, 3.687370], [4.807570, 2.608958, 3.429762], [4.712002, 1.767783, 2.325195], [3.622162, 1.962001, 1.468929], [1.858028, 4.378789, 3.048894], [3.910957, 4.247807, 4.534293], [5.669834, 2.526068, 4.088562], [5.427614, 0.981263, 2.077404]], "forces_ev_per_a": [[-0.956, -2.479, -2.025], [-0.051, -0.791, -1.336], [-0.425, 0.163, 1.539], [-2.295, -1.622, 0.679], [1.277, -1.213, -0.106], [0.070, 1.564, 0.801], [-0.201, 0.458, -0.104], [-0.005, 0.046, 0.059], [-0.120, -0.045, 0.019], [0.086, 0.008, -0.067], [-0.097, 0.620, 0.218], [0.184, -0.090, 0.162], [-0.187, -0.007, 0.100], [0.159, 0.125, -0.188], [0.163, -0.160, 0.371], [0.450, 0.139, 0.144], [0.082, -0.320, -0.009], [-0.224, -0.088, 0.301], [0.353, -0.175, -0.253], [0.036, 0.026, -0.101], [0.103, -0.556, -0.050], [0.110, -0.014, 0.249], [-0.255, -0.225, -0.192], [0.049, 0.189, -0.214], [-0.124, -0.029, 0.276], [0.316, -0.246, 0.038], [-0.120, -0.603, 1.049], [-0.684, 1.066, 0.086], [-0.409, -0.782, -0.182], [-0.982, -1.024, -0.233], [0.437, -1.608, 2.295], [2.453, -0.152, 1.582], [1.120, -0.322, -0.082], [-0.256, 0.781, -0.449], [-0.189, 0.362, -0.165], [0.085, 0.294, 0.236], [0.127, 0.073, -0.097], [-0.003, 0.148, 0.501], [-0.079, -0.360, -0.679], [0.657, -0.059, 0.205], [0.242, -0.470, -0.224], [-0.127, -0.136, -0.425], [-0.688, 0.145, 0.671], [0.161, -0.148, -0.169], [0.019, 0.530, -0.254], [-0.261, 0.199, -0.234], [-0.714, 0.488, -1.251], [-0.264, -0.156, -0.219], [0.239, 0.333, -0.365], [-1.844, 2.291, -2.057], [0.210, -0.788, -0.848], [0.012, -0.589, 0.539], [0.480, -0.180, 0.366], [-0.421, -0.054, -0.025], [0.302, 0.053, -0.236], [0.003, 0.256, 0.246], [-0.262, -0.223, 0.004], [0.204, -0.169, -0.143], [-0.043, 0.295, -0.001], [-0.083, -0.059, 0.198], [0.100, 0.287, 0.066], [0.184, -0.026, -0.054], [-0.239, -0.301, -0.009], [0.330, 0.198, 0.109], [-0.221, 0.184, -0.189], [0.168, 0.124, 0.307], [0.299, 0.232, -0.195], [-0.886, 1.592, 0.655], [-0.585, -0.734, -1.457], [0.546, 4.524, 0.059], [0.870, -1.817, -1.139], [1.002, 0.205, -0.391], [0.057, -0.476, 0.522], [0.829, 0.909, 1.357], [0.200, -0.154, -0.269], [-0.111, -0.041, -0.175], [-0.180, 0.244, 0.044], [-0.510, 0.521, -0.472], [0.398, -0.226, 1.060], [0.323, -0.075, 0.266], [-0.010, -0.301, -0.194], [-0.259, 0.066, -0.043], [-0.127, 0.352, 0.188]]}